(1)
Formula: C31H18BrN6O7PdS2
Source: the OMol25 dataset
Level of theory: the ωB97M-V functional and the def2-TZVPD basis

Last column: Löwdin charge in e.
Geometry (Å):
Pd (-0.391, -0.184, -1.154)  0.9967
S (-2.868, -0.026, 4.145)  1.0650
C (-3.193, 0.006, 5.818)  -0.3900
C (-2.080, -0.254, 6.556)  -0.1593
C (-0.941, -0.481, 5.741)  -0.1094
C (-1.210, -0.394, 4.406)  -0.4911
C (-0.268, -0.551, 3.290)  -0.1755
C (-0.723, -0.595, 1.960)  -0.0709
N (0.081, -0.717, 0.923)  0.0393
C (1.417, -0.793, 1.117)  -0.1521
C (1.970, -0.768, 2.395)  -0.1153
C (3.403, -0.833, 2.541)  0.0064
C (4.204, -0.897, 1.460)  0.0069
C (3.652, -0.911, 0.127)  -0.1142
C (4.443, -0.932, -1.029)  0.0746
C (3.867, -0.926, -2.279)  -0.1725
C (2.460, -0.908, -2.329)  -0.0686
N (1.694, -0.893, -1.260)  0.0357
C (2.270, -0.878, -0.036)  -0.1492
C (4.664, -0.932, -3.513)  -0.4884
C (6.022, -1.006, -3.629)  -0.1092
C (6.469, -0.982, -4.976)  -0.1609
C (5.438, -0.892, -5.857)  -0.3931
S (3.931, -0.833, -5.065)  1.0652
C (1.094, -0.640, 3.482)  0.0778
H (-4.190, 0.215, 6.168)  0.0750
H (-2.070, -0.281, 7.634)  0.1112
H (0.035, -0.714, 6.142)  0.1130
H (-1.783, -0.522, 1.734)  0.1057
H (3.823, -0.819, 3.538)  0.1252
H (5.279, -0.935, 1.575)  0.1250
H (5.520, -0.941, -0.922)  0.1290
H (1.942, -0.923, -3.282)  0.0743
H (6.694, -1.075, -2.786)  0.1120
H (7.506, -1.032, -5.271)  0.1110
H (5.482, -0.854, -6.933)  0.0746
H (1.508, -0.593, 4.481)  0.1306
Br (-1.112, -0.411, -3.893)  0.8853
C (-1.800, -1.943, -3.020)  -0.6957
C (-2.542, -2.888, -3.693)  -0.0673
C (-2.979, -3.977, -2.954)  -0.0226
C (-2.656, -4.071, -1.608)  -0.0285
C (-1.909, -3.065, -1.031)  -0.0922
N (-1.490, -2.008, -1.734)  -0.0598
H (-2.771, -2.773, -4.742)  0.1174
H (-3.567, -4.748, -3.432)  0.1245
H (-2.984, -4.908, -1.009)  0.1182
H (-1.632, -3.081, 0.015)  0.1160
O (-4.514, 6.122, 1.371)  0.1037
N (-3.403, 5.678, 1.526)  -0.3623
O (-2.544, 6.163, 2.226)  0.0915
C (-3.064, 4.444, 0.810)  -0.1246
C (-4.040, 3.789, 0.075)  0.1007
C (-3.734, 2.632, -0.589)  -0.0386
C (-2.443, 2.026, -0.553)  -0.2767
O (-2.231, 0.874, -1.029)  -0.1486
C (-1.480, 2.818, 0.161)  -0.0616
C (-1.780, 3.970, 0.866)  0.0909
N (-0.091, 2.400, 0.200)  -0.3067
O (0.391, 1.884, -0.841)  -0.0511
O (0.566, 2.556, 1.201)  0.1325
N (-4.820, 1.994, -1.356)  -0.3458
O (-5.942, 2.421, -1.200)  0.0921
O (-4.515, 1.113, -2.126)  0.0910
H (-5.043, 4.188, 0.021)  0.1411
H (-1.020, 4.496, 1.427)  0.1421

Results
Energy above the lowest of the compared OMol25 structures with the same formula, charge and spin = 0.000 eV
Charge = +1
LUMO level (spin up / spin down) = -3.627 / -4.187 eV
Gap between HOMO and LUMO (spin up / spin down) = 7.25 / 6.69 eV
HOMO energy (spin up / spin down) = -10.87 / -10.88 eV
<S²> = 2.01
2S+1 = 3
E_tot = -5545.1646 Eh

---

(2)
Formula: C3H5NO3S
Source: the OMol25 dataset
Level of theory: the ωB97M-V functional and the def2-TZVPD basis

Last column: Löwdin charge in e.
Geometry (Å):
C (0.402, 1.639, 0.128)  -0.4230
C (-0.378, -0.243, -0.590)  -0.2677
C (-1.676, -0.707, -0.149)  -0.1366
N (1.506, 1.041, 0.245)  0.0008
O (-0.049, 2.708, 0.290)  0.1614
O (2.139, -1.325, -0.780)  -0.2791
O (1.118, -1.221, 1.463)  -0.2816
S (1.184, -0.748, 0.115)  0.7176
H (-0.217, -0.066, -1.576)  0.0516
H (-1.733, -1.815, -0.007)  0.0944
H (-2.393, -0.515, -0.953)  0.0861
H (-1.984, -0.309, 0.857)  0.1026
H (2.082, 1.561, 0.957)  0.1736

Results
Energy above the lowest of the compared OMol25 structures with the same formula, charge and spin = 3.390 eV
LUMO level = 0.050 eV
Gap between HOMO and LUMO = 9.35 eV
HOMO energy = -9.30 eV
E_tot = -795.8722 Eh

---

(3)
Formula: C5H11N2O2
Source: the OMol25 dataset
Level of theory: the ωB97M-V functional and the def2-TZVPD basis

Last column: Löwdin charge in e.
Geometry (Å):
C (1.150, -0.747, 0.803)  -0.2324
C (-1.068, -1.197, 0.799)  -0.1895
C (-0.316, -2.508, 0.612)  -0.1319
C (0.499, 2.674, 0.048)  0.0806
C (-0.893, 2.094, -0.011)  -0.4988
N (0.016, -0.175, 0.880)  -0.0129
N (1.130, -2.064, 0.538)  0.0362
O (-1.793, 2.148, 0.843)  0.2949
O (-1.211, 1.614, -1.095)  0.2516
H (2.098, -0.243, 0.941)  0.1357
H (-1.808, -1.132, 0.036)  0.0825
H (-1.530, -0.913, 1.820)  0.1446
H (-0.507, -3.142, 1.472)  0.1062
H (-0.643, -3.060, -0.403)  0.1588
H (0.969, 2.481, -0.944)  0.1362
H (0.385, 3.724, 0.378)  0.1269
H (0.995, 2.128, 0.750)  0.0451
H (1.846, -2.751, 0.700)  0.1359
H (-1.609, 2.590, 1.612)  0.1313
H (-2.037, 1.065, -1.037)  0.1989

Results
Energy above the lowest of the compared OMol25 structures with the same formula, charge and spin = 1.785 eV
Charge = +1
LUMO level = -3.316 eV
Gap between HOMO and LUMO = 8.86 eV
HOMO energy = -12.17 eV
E_tot = -456.8108 Eh

---

(4)
Formula: C3H7FS
Source: the OMol25 dataset
Level of theory: the ωB97M-V functional and the def2-TZVPD basis

Last column: Löwdin charge in e.
Geometry (Å):
C (-0.152, -0.500, -1.140)  -0.0037
C (0.490, -0.299, 0.631)  -0.8803
C (0.637, 1.118, 0.950)  -0.1060
F (1.700, -0.905, 0.639)  -0.0413
S (-0.616, -1.185, 1.737)  0.7964
H (-0.014, -1.555, -1.350)  0.0397
H (-1.221, -0.084, -1.134)  0.0759
H (0.613, -0.017, -1.704)  0.0271
H (1.270, 1.510, 0.277)  0.0422
H (-0.401, 1.561, 0.983)  0.1093
H (1.012, 1.150, 1.976)  0.0907
H (-1.549, -0.499, 1.130)  -0.1499

Results
Energy above the lowest of the compared OMol25 structures with the same formula, charge and spin = 1.265 eV
LUMO level = 0.815 eV
Gap between HOMO and LUMO = 9.90 eV
HOMO energy = -9.08 eV
SMILES = CC(C)(F)S
E_tot = -616.4963 Eh

---

(5)
Formula: C57H51N8O3PSTi
Source: the OMol25 dataset
Level of theory: the ωB97M-V functional and the def2-TZVPD basis

Last column: Löwdin charge in e.
Geometry (Å):
Ti (0.450, 0.561, -0.057)  1.0515
C (0.007, -2.938, -4.077)  0.0158
N (0.541, -2.444, -2.802)  -0.0231
C (-0.060, -1.583, -1.966)  -0.4702
N (0.720, -1.375, -0.899)  -0.0242
C (1.856, -2.131, -1.071)  -0.1538
C (1.758, -2.807, -2.259)  -0.0860
C (2.667, -3.784, -2.891)  -0.1929
C (3.029, -4.939, -2.201)  -0.0214
C (3.899, -5.850, -2.780)  -0.0541
C (4.408, -5.616, -4.051)  -0.0583
C (4.047, -4.468, -4.744)  -0.0569
C (3.181, -3.553, -4.165)  -0.0370
C (2.930, -2.211, -0.071)  -0.1856
C (2.605, -2.293, 1.279)  -0.0430
C (3.604, -2.369, 2.240)  -0.0733
C (4.937, -2.375, 1.853)  -0.0602
C (5.266, -2.300, 0.503)  -0.0554
C (4.269, -2.212, -0.455)  -0.0250
P (-1.796, -1.057, -2.121)  1.2123
C (-1.701, 0.758, -2.067)  -0.4873
N (-1.208, 1.443, -1.033)  -0.0453
C (-1.474, 2.780, -1.259)  -0.1648
C (-2.132, 2.890, -2.456)  -0.0863
N (-2.266, 1.602, -2.944)  -0.0209
C (-2.959, 1.224, -4.182)  0.0152
C (-2.679, 4.079, -3.137)  -0.1736
C (-2.365, 4.344, -4.468)  -0.0378
C (-2.868, 5.474, -5.095)  -0.0580
C (-3.686, 6.349, -4.393)  -0.0585
C (-3.997, 6.093, -3.064)  -0.0531
C (-3.498, 4.964, -2.436)  -0.0147
C (-1.130, 3.889, -0.350)  -0.2050
C (-1.701, 3.954, 0.918)  -0.0499
C (-1.408, 5.017, 1.758)  -0.0702
C (-0.542, 6.019, 1.333)  -0.0603
C (0.026, 5.955, 0.067)  -0.0471
C (-0.268, 4.892, -0.775)  -0.0108
C (-2.164, -1.247, -0.356)  -0.4367
N (-1.455, -0.761, 0.658)  0.0910
C (-2.102, -1.200, 1.806)  -0.1368
C (-3.183, -1.970, 1.452)  -0.1030
N (-3.206, -1.981, 0.081)  -0.0345
C (-4.243, -2.605, -0.751)  0.0067
C (-4.123, -2.749, 2.282)  -0.1756
C (-4.927, -2.128, 3.232)  -0.0208
C (-5.784, -2.881, 4.022)  -0.0530
C (-5.847, -4.258, 3.864)  -0.0582
C (-5.052, -4.886, 2.913)  -0.0579
C (-4.192, -4.135, 2.128)  -0.0364
C (-1.680, -1.043, 3.220)  -0.1895
C (-2.371, -0.196, 4.078)  -0.0465
C (-2.093, -0.188, 5.439)  -0.0580
C (-1.092, -1.002, 5.951)  -0.0586
C (-0.387, -1.847, 5.102)  -0.0518
C (-0.698, -1.886, 3.747)  -0.0492
H (-1.077, -2.977, -4.026)  0.0700
H (0.396, -3.936, -4.254)  0.1043
H (0.312, -2.285, -4.892)  0.1055
H (2.631, -5.120, -1.209)  0.1239
H (4.178, -6.745, -2.239)  0.1137
H (5.086, -6.329, -4.502)  0.1142
H (4.449, -4.280, -5.732)  0.1137
H (2.925, -2.642, -4.696)  0.1203
H (1.561, -2.312, 1.569)  0.0965
H (3.343, -2.445, 3.289)  0.1118
H (5.719, -2.447, 2.598)  0.1145
H (6.305, -2.307, 0.199)  0.1180
H (4.528, -2.142, -1.505)  0.1307
H (-3.746, 1.945, -4.374)  0.1053
H (-3.394, 0.236, -4.067)  0.0719
H (-2.264, 1.221, -5.019)  0.1039
H (-1.693, 3.687, -5.011)  0.1170
H (-2.611, 5.677, -6.127)  0.1132
H (-4.078, 7.231, -4.881)  0.1138
H (-4.632, 6.776, -2.514)  0.1138
H (-3.741, 4.768, -1.399)  0.1205
H (-2.387, 3.176, 1.234)  0.1185
H (-1.863, 5.074, 2.740)  0.1104
H (-0.315, 6.851, 1.987)  0.1125
H (0.702, 6.733, -0.263)  0.1150
H (0.178, 4.834, -1.762)  0.1288
H (-5.069, -2.889, -0.109)  0.0987
H (-3.858, -3.492, -1.249)  0.1006
H (-4.600, -1.895, -1.491)  0.0869
H (-4.897, -1.052, 3.345)  0.1081
H (-6.409, -2.390, 4.756)  0.1138
H (-6.518, -4.844, 4.479)  0.1144
H (-5.096, -5.960, 2.790)  0.1133
H (-3.553, -4.631, 1.405)  0.1202
H (-3.152, 0.443, 3.682)  0.1216
H (-2.653, 0.461, 6.099)  0.1191
H (-0.875, -0.994, 7.011)  0.1162
H (0.372, -2.509, 5.501)  0.1144
H (-0.203, -2.600, 3.097)  0.1181
C (2.556, 1.307, 3.759)  0.0277
C (1.318, 1.521, 2.897)  -0.4486
C (0.176, 2.098, 3.718)  0.0252
O (0.922, 0.282, 2.215)  -0.0787
C (1.532, 2.489, 1.750)  -0.4743
O (2.255, 3.426, 1.746)  0.2045
O (0.731, 2.129, 0.702)  -0.1634
H (2.271, 1.144, 4.797)  0.0980
H (3.197, 2.187, 3.714)  0.1067
H (3.123, 0.437, 3.430)  0.0729
H (-0.026, 1.459, 4.575)  0.0832
H (-0.732, 2.207, 3.123)  0.0875
H (0.478, 3.082, 4.084)  0.1206
H (0.563, -0.350, 2.862)  0.0766
C (6.303, 1.998, -1.834)  -0.0074
C (5.012, 1.537, -1.241)  -0.2793
C (4.917, 1.113, 0.088)  0.0248
C (3.700, 0.674, 0.530)  -0.0906
N (2.630, 0.670, -0.276)  -0.0364
C (2.793, 1.153, -1.520)  -0.7404
S (1.281, 1.236, -2.348)  0.8482
N (3.940, 1.552, -2.040)  0.1473
H (7.135, 1.881, -1.144)  0.0843
H (6.214, 3.048, -2.113)  0.0992
H (6.503, 1.440, -2.749)  0.0945
H (5.776, 1.106, 0.745)  0.1292
H (3.567, 0.264, 1.521)  0.0990

Results
Energy above the lowest of the compared OMol25 structures with the same formula, charge and spin = 1.309 eV
Charge = +2
LUMO level = -5.609 eV
Gap between HOMO and LUMO = 7.12 eV
HOMO energy = -12.73 eV
E_tot = -4455.2594 Eh

---

(6)
Formula: C20H36AgN4OV
Source: the OMol25 dataset
Level of theory: the ωB97M-V functional and the def2-TZVPD basis

Last column: Löwdin charge in e.
Geometry (Å):
N (-2.238, -0.564, -0.902)  -0.0211
C (-3.149, -1.083, -0.101)  -0.2652
O (-4.093, -1.933, -0.180)  0.1079
Ag (-2.542, -2.155, 1.797)  0.9932
V (-0.623, -0.162, -0.427)  0.9636
N (-0.391, 1.521, -1.161)  -0.1379
N (0.514, -1.266, -1.333)  -0.1510
C (-0.809, 2.039, -2.482)  -0.6160
C (0.374, -2.362, -2.311)  -0.6254
C (-1.027, 3.568, -2.445)  -0.0149
C (0.266, 1.689, -3.494)  -0.0153
C (-2.124, 1.375, -2.850)  -0.0554
C (0.087, -3.659, -1.534)  -0.0314
C (1.613, -2.592, -3.187)  -0.0242
C (-0.805, -2.061, -3.218)  -0.0367
H (-1.720, 3.840, -1.639)  0.1068
H (-1.495, 3.816, -3.391)  0.0980
H (-0.079, 4.110, -2.390)  0.0897
H (1.185, 2.256, -3.311)  0.0947
H (-0.101, 1.932, -4.491)  0.1100
H (0.541, 0.623, -3.459)  0.0685
H (-2.029, 0.293, -3.013)  0.0508
H (-2.499, 1.819, -3.781)  0.1107
H (-2.886, 1.536, -2.070)  0.0925
H (0.903, -3.864, -0.814)  0.0935
H (0.019, -4.492, -2.255)  0.1117
H (-0.870, -3.587, -0.978)  0.0794
H (2.471, -2.954, -2.603)  0.0927
H (1.906, -1.672, -3.710)  0.0976
H (1.335, -3.358, -3.925)  0.1101
H (-0.972, -2.933, -3.849)  0.1092
H (-0.595, -1.196, -3.848)  0.0825
H (-1.716, -1.870, -2.653)  0.0596
C (0.714, 2.215, -0.549)  -0.0941
H (0.881, 2.015, 0.509)  0.0426
H (1.656, 1.996, -1.063)  0.1012
H (0.589, 3.299, -0.680)  0.1094
C (1.891, -1.041, -0.873)  -0.0862
H (1.911, -0.465, 0.064)  0.0728
H (2.395, -2.018, -0.659)  0.1220
H (2.475, -0.452, -1.608)  0.1101
C (-0.113, 2.672, 4.817)  -0.0720
N (0.884, 1.997, 4.047)  -0.3123
C (2.203, 1.880, 4.589)  -0.0753
C (0.555, 1.423, 2.765)  -0.1692
C (0.235, -0.045, 2.767)  -0.1667
C (0.136, -0.739, 3.982)  0.0068
C (-0.356, -2.029, 4.099)  -0.0347
C (-0.676, -2.773, 2.926)  -0.1464
C (-0.412, -2.089, 1.666)  -0.2726
C (-0.255, -0.680, 1.589)  -0.1687
H (0.368, 3.393, 5.478)  0.0934
H (-0.667, 1.949, 5.462)  0.0878
H (-0.806, 3.181, 4.137)  0.0894
H (2.336, 0.947, 5.173)  0.0854
H (2.968, 1.870, 3.808)  0.0910
H (2.405, 2.699, 5.274)  0.0914
H (-0.239, 2.075, 2.299)  0.1489
H (1.478, 1.404, 2.153)  0.1191
H (0.182, -0.151, 4.948)  0.1458
H (-0.409, -2.552, 5.063)  0.1344
H (-0.733, -3.878, 2.975)  0.1265
H (-0.048, -2.755, 0.849)  0.0921

Results
Charge = +2
LUMO level (spin up / spin down) = -9.307 / -9.334 eV
Gap between HOMO and LUMO (spin up / spin down) = 3.93 / 3.90 eV
HOMO energy (spin up / spin down) = -13.24 / -13.23 eV
E_tot = -2168.1261 Eh